C6H12O | the ωB97M-V functional and the def2-TZVPD basis

Output
* energy relative to the best compared isomer or geometry (same formula, charge and spin): 1.791 eV
* E: -8462.5630 eV
* HOMO-LUMO gap: 9.1 eV
* SMILES string: C=CC=C(C)C.O

Structure (XYZ):
```
19
C6H12O (the ωB97M-V functional and the def2-TZVPD basis)
C 0.06 1.76 0.13
C -0.76 0.52 -0.01
C -0.41 -0.69 0.44
C 0.69 -0.93 1.38
C 1.16 -2.09 1.84
C -1.96 0.67 -0.91
H 0.78 1.89 -0.67
H 0.52 1.87 1.11
H -0.58 2.62 -0.09
H -1.05 -1.52 0.18
H 0.97 -0.07 1.98
H 1.28 -3.00 1.28
H 1.68 -2.01 2.78
H -1.64 0.98 -1.91
H -2.46 1.58 -0.57
H -2.67 -0.15 -0.87
H 1.49 -0.71 -1.26
H 1.30 -0.59 -2.81
O 1.59 -0.12 -2.01
```


C2H2F2LiMnO | the ωB97M-V functional and the def2-TZVPD basis

Output
* multiplicity: 7
* net charge: +2
* expectation value of S²: 12.011
* E: -41096.6518 eV
* HOMO-LUMO gap (alpha / beta): 11.1 / 9.0 eV

Structure (XYZ):
```
9
C2H2F2LiMnO (the ωB97M-V functional and the def2-TZVPD basis)
F 3.33 -0.07 -0.31
O -0.11 0.86 0.65
Mn 1.86 0.74 0.17
Li 4.50 -1.24 -0.83
C -1.30 0.54 0.04
C -2.05 -0.50 0.31
H -2.87 -0.68 -0.40
F -1.66 1.63 -0.62
H -1.70 -1.27 1.00
```


C3H11N2O3 | the ωB97M-V functional and the def2-TZVPD basis

Output
* energy relative to the best compared isomer or geometry (same formula, charge and spin): 1.129 eV
* net charge: +1
* E: -12406.0090 eV
* HOMO-LUMO gap: 11.4 eV

Structure (XYZ):
```
19
C3H11N2O3 (the ωB97M-V functional and the def2-TZVPD basis)
C 1.04 1.43 -1.12
C 0.29 0.40 -1.58
N 0.03 -0.38 -0.47
C 0.57 0.18 0.62
N 1.19 1.28 0.24
H 1.52 2.24 -1.64
H -0.12 0.19 -2.54
H -0.55 -1.22 -0.43
H 0.61 -0.34 1.56
H 1.94 1.71 0.76
H 4.25 0.68 1.33
H 4.74 1.29 0.07
O 3.96 0.85 0.40
H -3.06 -0.99 1.59
H -3.38 0.40 1.24
O -3.67 -0.29 1.84
H -2.92 -3.57 -0.72
H -3.39 -2.33 -0.06
O -2.70 -2.65 -0.65
```


C24H17Cl2InN6 | the ωB97M-V functional and the def2-TZVPD basis

Output
* energy relative to the best compared isomer or geometry (same formula, charge and spin): 0.000 eV
* net charge: +2
* E: -64307.7218 eV
* HOMO-LUMO gap: 6.3 eV

Structure (XYZ):
```
50
C24H17Cl2InN6 (the ωB97M-V functional and the def2-TZVPD basis)
In 0.61 -0.29 -0.58
N -3.83 -0.18 -0.49
C -2.56 -0.48 -0.27
N -1.57 -0.07 -1.02
C -1.83 0.78 -2.10
N -0.87 1.26 -2.85
N 0.37 0.85 -2.43
C 1.39 1.06 -3.15
C 2.68 0.51 -2.69
C 3.86 0.76 -3.35
C 5.04 0.21 -2.85
C 4.98 -0.56 -1.71
C 3.76 -0.77 -1.09
N 2.63 -0.25 -1.58
C -3.21 1.13 -2.39
C -3.56 1.95 -3.47
C -4.88 2.26 -3.69
C -5.88 1.75 -2.85
C -5.55 0.94 -1.78
C -4.21 0.63 -1.57
H -4.53 -0.53 0.14
H -2.35 -1.10 0.59
H 1.31 1.59 -4.10
H 3.86 1.38 -4.24
H 5.98 0.39 -3.35
H 5.88 -1.00 -1.29
H 3.67 -1.36 -0.19
H -2.78 2.34 -4.11
H -5.16 2.89 -4.52
H -6.91 1.99 -3.03
H -6.32 0.54 -1.13
Cl 0.26 -2.43 -3.04
C 0.35 -3.73 -1.85
Cl 0.48 -3.04 -0.20
H 1.23 -4.33 -2.03
H -0.57 -4.32 -1.89
N 1.70 0.04 9.39
C 1.58 0.02 8.25
C 1.44 -0.02 6.82
C 1.30 -1.25 6.17
C 1.16 -1.28 4.79
C 1.16 -0.09 4.06
C 1.30 1.14 4.72
C 1.44 1.17 6.09
C 1.01 -0.13 2.64
C 0.87 -0.15 1.44
H 1.31 -2.16 6.74
H 1.06 -2.23 4.28
H 1.30 2.05 4.15
H 1.55 2.11 6.61
```


C42H35Cl3N3O2PRb | the ωB97M-V functional and the def2-TZVPD basis

Output
* energy relative to the best compared isomer or geometry (same formula, charge and spin): 0.037 eV
* net charge: +1
* E: -100196.6833 eV
* HOMO-LUMO gap: 8.2 eV

Structure (XYZ):
```
87
C42H35Cl3N3O2PRb (the ωB97M-V functional and the def2-TZVPD basis)
Rb -1.64 -0.40 -0.02
C -2.58 4.73 -1.23
O -3.08 4.46 0.10
C -2.77 3.18 0.36
N -2.14 2.50 -0.51
C -1.89 3.40 -1.65
C -0.42 3.57 -1.95
C 0.55 3.40 -0.97
C 1.88 3.63 -1.26
C 2.26 4.05 -2.53
C 1.30 4.23 -3.51
C -0.04 3.98 -3.23
C -3.22 2.69 1.69
C -3.97 3.51 2.53
C -4.37 3.00 3.75
C -4.02 1.70 4.09
C -3.28 0.96 3.17
N -2.88 1.44 2.00
C -2.87 -0.43 3.48
N -2.24 -1.21 2.70
C -2.09 -2.49 3.43
C -2.68 -2.20 4.83
O -3.24 -0.87 4.70
C -0.68 -3.01 3.49
C -0.45 -4.38 3.52
C 0.84 -4.87 3.70
C 1.90 -4.00 3.83
C 1.68 -2.63 3.78
C 0.40 -2.13 3.61
H -1.88 5.56 -1.17
H -3.42 4.99 -1.86
H -2.38 2.98 -2.53
H 0.26 3.06 0.02
H 2.63 3.48 -0.50
H 3.30 4.24 -2.75
H 1.58 4.55 -4.50
H -0.79 4.11 -4.00
H -4.22 4.51 2.22
H -4.96 3.60 4.43
H -4.31 1.26 5.03
H -2.71 -3.24 2.91
H -1.91 -2.17 5.60
H -3.48 -2.87 5.12
H -1.28 -5.06 3.42
H 1.00 -5.94 3.74
H 2.91 -4.38 3.98
H 2.52 -1.94 3.88
H 0.23 -1.07 3.58
Cl -3.68 -2.54 -1.54
C -5.24 -1.79 -1.14
Cl -5.03 -0.42 -0.03
H -5.86 -2.53 -0.66
H -5.68 -1.42 -2.06
Cl 1.05 0.61 1.36
C 2.60 0.76 0.54
C 3.64 1.29 1.29
C 4.88 1.44 0.71
C 5.07 1.06 -0.61
C 4.02 0.53 -1.34
C 2.75 0.36 -0.78
P 1.32 -0.20 -1.79
C 2.06 -0.42 -3.43
C 1.92 0.63 -4.33
C 2.50 0.56 -5.59
C 3.21 -0.57 -5.96
C 3.34 -1.63 -5.08
C 2.77 -1.56 -3.82
C 1.07 -1.93 -1.25
C 1.71 -2.52 -0.16
C 1.37 -3.81 0.23
C 0.40 -4.52 -0.45
C -0.25 -3.94 -1.54
C 0.08 -2.66 -1.93
H 3.46 1.57 2.32
H 5.70 1.86 1.29
H 6.04 1.18 -1.08
H 4.19 0.25 -2.37
H 1.36 1.51 -4.04
H 2.39 1.39 -6.28
H 3.65 -0.63 -6.95
H 3.88 -2.52 -5.37
H 2.88 -2.39 -3.13
H 2.48 -1.99 0.37
H 1.88 -4.26 1.08
H 0.14 -5.53 -0.13
H -1.00 -4.50 -2.08
H -0.42 -2.21 -2.78
```


C20H41BrFKLiN5NaO6 | the ωB97M-V functional and the def2-TZVPD basis

Output
* net charge: +1
* E: -134830.2608 eV
* HOMO-LUMO gap: 1.1 eV

Structure (XYZ):
```
77
C20H41BrFKLiN5NaO6 (the ωB97M-V functional and the def2-TZVPD basis)
C 6.93 4.32 -3.31
C 6.06 5.16 -3.29
N 5.16 6.04 -2.92
N 5.44 7.39 -2.73
C 4.28 7.92 -2.35
N 3.31 7.08 -2.25
C 3.81 5.87 -2.63
N 3.22 4.75 -2.72
Br 1.48 4.49 -2.22
H 7.72 3.67 -3.09
H 6.35 7.79 -2.87
H 4.18 8.96 -2.13
H 3.72 3.91 -2.99
C -3.54 5.11 -1.82
C -2.30 4.49 -2.51
C -2.73 3.64 -3.73
O -1.68 3.67 -1.62
H -4.21 4.35 -1.47
H -3.27 5.73 -0.98
H -4.11 5.74 -2.52
H -1.74 5.35 -2.93
H -3.38 2.81 -3.45
H -1.88 3.22 -4.25
H -3.28 4.25 -4.46
F 3.54 2.89 -1.63
K -4.88 2.73 -1.77
O -4.79 0.80 1.41
H -3.91 0.91 1.79
H -4.96 -0.17 1.47
Li 5.66 3.85 -5.04
C -0.87 2.94 1.37
C -1.19 2.67 2.83
C 0.05 2.80 3.71
O -1.75 1.36 2.97
H -0.14 2.22 0.99
H -1.76 2.84 0.76
H -0.47 3.94 1.22
H -1.95 3.37 3.17
H 0.81 2.08 3.40
H -0.20 2.60 4.75
H 0.48 3.80 3.64
H -1.09 0.73 2.66
C -6.55 -2.40 1.47
O -6.90 -3.64 1.70
O -7.30 -1.57 0.88
O -5.32 -2.02 1.80
Na -5.47 -4.84 0.60
C 3.43 -6.97 0.77
C 3.06 -6.14 2.00
C 1.57 -6.18 2.38
C 0.54 -6.01 1.28
N 0.23 -4.59 0.86
C -0.52 -4.63 -0.47
C -1.98 -4.73 -0.07
C -2.05 -3.74 1.10
C -0.74 -3.93 1.85
C 1.45 -3.75 0.70
H 2.92 -6.63 -0.14
H 4.50 -6.89 0.57
H 3.19 -8.02 0.92
H 3.41 -5.12 1.85
H 3.63 -6.51 2.85
H 1.38 -5.46 3.19
H 1.38 -7.16 2.81
H -0.41 -6.42 1.61
H 0.83 -6.56 0.38
H -0.32 -3.70 -0.99
H -0.16 -5.46 -1.06
H -2.23 -5.74 0.25
H -2.65 -4.45 -0.88
H -2.92 -3.89 1.74
H -2.12 -2.71 0.73
H -0.84 -4.59 2.71
H -0.31 -2.99 2.17
H 2.13 -4.24 0.02
H 1.90 -3.59 1.67
H 1.14 -2.78 0.30
```


C3H11NO3 | the ωB97M-V functional and the def2-TZVPD basis

Output
* energy relative to the best compared isomer or geometry (same formula, charge and spin): 2.183 eV
* E: -10920.8228 eV
* HOMO-LUMO gap: 9.8 eV
* SMILES string: NCCC=O.O.O

Structure (XYZ):
```
18
C3H11NO3 (the ωB97M-V functional and the def2-TZVPD basis)
C -0.22 -0.34 1.72
C 0.23 -0.37 0.24
C 1.42 -1.23 -0.05
O 1.54 -2.36 0.35
N -1.56 0.15 1.89
H 0.51 0.20 2.33
H -0.18 -1.38 2.08
H 0.31 0.70 0.06
H -0.47 -0.72 -0.53
H 2.31 -0.68 -0.41
H -1.78 0.68 2.72
H -2.25 -0.57 1.77
H 1.37 -1.23 -3.28
H 1.03 -0.15 -2.37
O 1.30 -0.27 -3.29
H -1.17 2.74 -0.32
H -1.20 2.71 -1.84
O -1.18 2.13 -1.06
```


C25H22N5O2Pt | the ωB97M-V functional and the def2-TZVPD basis

Output
* energy relative to the best compared isomer or geometry (same formula, charge and spin): 0.737 eV
* net charge: +1
* E: -41066.3102 eV
* HOMO-LUMO gap: 6.1 eV

Structure (XYZ):
```
55
C25H22N5O2Pt (the ωB97M-V functional and the def2-TZVPD basis)
Pt 0.36 -0.63 0.05
O -5.91 0.84 4.12
C -4.77 0.63 4.79
O -4.76 0.58 5.99
C -3.49 0.44 4.00
C -3.42 0.37 2.62
C -2.20 0.18 1.99
C -1.04 0.06 2.73
C -1.10 0.16 4.13
C -2.32 0.34 4.75
N 0.20 -0.14 2.04
C 1.33 -0.03 2.64
C 2.56 -0.02 1.87
C 3.81 0.05 2.47
C 4.93 0.04 1.65
C 4.76 -0.03 0.28
C 3.48 -0.08 -0.24
N 2.40 -0.08 0.53
H -5.77 0.88 3.17
H -4.30 0.45 1.99
H -2.16 0.17 0.91
H -0.22 0.08 4.75
H -2.39 0.40 5.82
H 1.40 0.13 3.71
H 3.90 0.10 3.55
H 5.92 0.08 2.08
H 5.61 -0.04 -0.39
H 3.30 -0.13 -1.31
N 0.00 -2.04 -6.07
C 0.61 -1.64 -5.18
N 1.36 -1.19 -4.18
C 0.98 -1.05 -3.00
N 0.75 -0.90 -1.86
C -0.40 -3.83 -0.81
C -1.36 -3.09 0.18
C -0.87 -3.39 1.60
C -1.21 -1.65 -0.14
C -2.81 -3.52 -0.08
C -3.63 -3.98 0.95
C -4.95 -4.34 0.69
C -5.46 -4.24 -0.60
C -4.65 -3.78 -1.62
C -3.34 -3.43 -1.37
H 0.63 -3.51 -0.65
H -0.66 -3.66 -1.85
H -0.50 -4.89 -0.59
H 0.18 -3.13 1.70
H -0.98 -4.46 1.80
H -1.44 -2.84 2.35
H -2.06 -1.26 -0.71
H -3.26 -4.08 1.96
H -5.57 -4.71 1.49
H -6.49 -4.52 -0.79
H -5.04 -3.71 -2.63
H -2.72 -3.07 -2.19
```


C5H7NO | the ωB97M-V functional and the def2-TZVPD basis

Output
* energy relative to the best compared isomer or geometry (same formula, charge and spin): 1.862 eV
* E: -8834.3410 eV
* HOMO-LUMO gap: 8.2 eV
* SMILES string: C[N@@H+]1C=CC=C1[O-]

Structure (XYZ):
```
14
C5H7NO (the ωB97M-V functional and the def2-TZVPD basis)
C -1.01 -0.83 1.10
C 0.17 0.91 -1.50
C 0.94 1.40 -0.39
C 1.03 0.53 0.64
N 0.23 -0.64 0.30
C -0.26 -0.37 -1.28
O -0.87 -1.30 -1.77
H -1.80 -1.11 0.41
H -1.25 0.12 1.59
H -0.88 -1.61 1.84
H -0.03 1.44 -2.42
H 1.42 2.38 -0.38
H 1.54 0.59 1.59
H 0.76 -1.50 0.27
```


C6H9N | the ωB97M-V functional and the def2-TZVPD basis

Output
* energy relative to the best compared isomer or geometry (same formula, charge and spin): 3.130 eV
* E: -7855.0297 eV
* HOMO-LUMO gap: 10.0 eV
* SMILES string: C1[C@H]2N1CC21CC1

Structure (XYZ):
```
16
C6H9N (the ωB97M-V functional and the def2-TZVPD basis)
C -1.16 0.50 -1.54
C 0.13 0.83 -0.91
N -1.14 1.43 -0.40
C -0.96 0.64 0.86
C 0.30 -0.03 0.31
C 0.66 -1.48 0.34
C 1.58 -0.45 0.94
H -1.55 -0.51 -1.43
H -1.43 1.00 -2.46
H 0.91 1.45 -1.37
H -1.82 0.00 1.12
H -0.77 1.34 1.68
H 0.94 -1.97 -0.59
H 0.12 -2.12 1.04
H 1.70 -0.42 2.02
H 2.48 -0.20 0.38
```


C5H6N2O2 | the ωB97M-V functional and the def2-TZVPD basis

Output
* energy relative to the best compared isomer or geometry (same formula, charge and spin): 5.293 eV
* E: -12352.3278 eV
* HOMO-LUMO gap: 9.5 eV
* SMILES string: C[C@@]12CON=C1C=NO2

Structure (XYZ):
```
15
C5H6N2O2 (the ωB97M-V functional and the def2-TZVPD basis)
C -0.18 1.60 1.05
C 0.01 0.59 -0.03
C 1.33 0.65 -0.64
C -0.05 -0.78 0.49
C -1.44 -1.14 0.34
H -0.57 2.60 0.72
H -0.83 1.11 1.80
H 0.77 1.73 1.64
H 1.32 0.34 -1.80
H 2.05 1.49 -0.73
H -2.13 -1.99 0.74
N 1.07 -1.40 0.31
N -2.02 -0.29 -0.48
O 2.07 -0.50 -0.11
O -1.07 0.64 -0.94
```


C24H41Cl2FN2O4P | the ωB97M-V functional and the def2-TZVPD basis

Output
* net charge: +1
* E: -73761.5678 eV
* HOMO-LUMO gap: 5.1 eV

Structure (XYZ):
```
75
C24H41Cl2FN2O4P (the ωB97M-V functional and the def2-TZVPD basis)
C 3.57 -2.05 1.36
C 2.21 -1.28 1.65
C 1.72 -0.39 0.41
Cl 2.79 -0.52 -1.06
C 0.21 -0.57 0.09
C -0.41 -1.89 -0.18
C 0.36 -3.24 -0.24
C 1.11 -3.51 -1.61
C 0.24 -3.26 -2.90
C 0.18 -1.76 -3.39
N 0.92 -1.48 -4.62
C 0.24 -0.70 -5.55
C 1.07 -0.45 -6.73
C 2.31 -1.18 -6.34
C 2.22 -1.82 -5.03
C -1.87 -1.98 -0.47
O -2.50 -3.15 -0.77
C -2.66 -0.75 -0.46
Cl -4.41 -0.72 -0.82
N -2.05 0.45 -0.20
F -2.83 1.55 -0.20
C -0.69 0.60 0.06
P -0.09 2.37 0.33
O 0.46 2.58 1.71
H 3.50 -2.77 0.51
H 4.42 -1.32 1.24
H 3.80 -2.66 2.28
H 1.38 -1.94 1.99
H 2.44 -0.59 2.52
H 1.84 0.68 0.76
H 1.12 -3.36 0.57
H -0.40 -4.05 -0.05
H 1.37 -4.61 -1.61
H 2.08 -2.97 -1.73
H -0.80 -3.68 -2.76
H 0.69 -3.86 -3.74
H 0.49 -1.05 -2.57
H -0.90 -1.53 -3.61
H -0.79 -0.31 -5.40
H 0.83 0.12 -7.64
H 3.20 -1.17 -7.01
H 2.94 -2.41 -4.45
H -3.43 -3.11 -0.48
H 1.01 2.56 -0.57
H -1.06 3.34 -0.03
C -2.01 7.13 -1.82
C -2.84 6.67 -3.01
O -3.06 5.26 -3.04
C -3.75 4.71 -1.94
C -5.14 5.27 -1.75
H -1.05 6.61 -1.79
H -1.84 8.20 -1.87
H -2.52 6.92 -0.87
H -2.30 6.92 -3.92
H -3.79 7.20 -3.05
H -3.15 4.81 -1.02
H -3.83 3.63 -2.13
H -5.12 6.34 -1.53
H -5.65 4.77 -0.92
H -5.74 5.13 -2.65
C -0.05 -2.65 6.64
C 1.25 -3.28 6.18
O 2.04 -2.42 5.36
C 2.46 -1.20 5.95
C 3.31 -1.38 7.19
H -0.65 -2.33 5.78
H -0.64 -3.37 7.22
H 0.12 -1.78 7.27
H 1.02 -4.16 5.57
H 1.84 -3.63 7.03
H 1.59 -0.56 6.16
H 3.04 -0.68 5.19
H 2.77 -1.88 7.99
H 3.65 -0.42 7.57
H 4.19 -1.99 6.96
```


C3H9N3 | the ωB97M-V functional and the def2-TZVPD basis

Output
* energy relative to the best compared isomer or geometry (same formula, charge and spin): 2.301 eV
* E: -7725.2732 eV
* HOMO-LUMO gap: 10.0 eV
* SMILES string: [H]/N=C\NN(C)C

Structure (XYZ):
```
15
C3H9N3 (the ωB97M-V functional and the def2-TZVPD basis)
C -1.35 1.31 -0.21
C -1.59 -1.13 -0.24
C 1.37 -0.15 -0.31
H -1.11 2.15 0.39
H -2.43 1.36 -0.24
H -0.82 1.49 -1.17
H -2.72 -0.88 -0.28
H -1.16 -1.38 -1.23
H -1.44 -2.04 0.40
H 0.75 0.12 1.60
H 0.95 -0.37 -1.32
H 3.01 0.17 0.72
N -0.99 0.01 0.44
N 0.39 -0.20 0.65
N 2.65 0.07 -0.27
```


C4H9NOS | the ωB97M-V functional and the def2-TZVPD basis

Output
* energy relative to the best compared isomer or geometry (same formula, charge and spin): 4.102 eV
* E: -18663.4247 eV
* HOMO-LUMO gap: 9.7 eV
* SMILES string: C=NS[C@@H](C)CO

Structure (XYZ):
```
16
C4H9NOS (the ωB97M-V functional and the def2-TZVPD basis)
C 1.93 -0.98 -0.05
C 0.91 -0.15 0.68
C 0.76 1.12 -0.09
C -2.95 -0.39 -0.02
H 2.01 -0.98 -1.26
H 3.03 -0.70 0.25
H 1.70 -2.08 0.06
H 1.14 0.01 1.79
H 0.81 0.84 -1.24
H 1.71 1.78 -0.22
H -1.16 1.50 0.02
H -3.38 -1.36 -0.54
H -3.84 0.44 -0.06
N -1.82 0.00 0.37
O -0.33 2.10 0.16
S -0.52 -1.14 0.14
```